Formula: C6H14NO
Source: the OMol25 dataset
Level of theory: ωB97M-V with the def2-TZVPD basis set

Summary:
Energy relative to the best compared isomer or geometry (same formula, charge and spin)   115.8 kcal/mol
Calculated total energy   -366.58268 a.u.
Gap between HOMO and LUMO   3.72 eV
Max |F|   5.52 eV Å⁻¹
Charge   +1

Geometry (Å):
1 O 2.54403 0.99153 -0.06783
2 C 1.34593 0.99871 0.23885
3 C 0.46162 -0.08541 0.46803
4 C -0.88356 0.08464 0.96093
5 C -1.94372 0.16169 -0.24271
6 C -3.34329 0.36241 0.33365
7 C -1.81530 -0.92819 -1.29724
8 N 5.36265 -0.50816 -0.14291
9 H 0.89707 1.94776 0.68090
10 H 0.96918 -1.07913 0.19490
11 H -1.03616 1.01467 1.54045
12 H -0.94839 -0.85492 1.57192
13 H -1.73663 1.14364 -0.70569
14 H -3.63130 -0.50537 0.91460
15 H -3.33225 1.41492 0.79586
16 H -3.86629 0.28848 -0.69190
17 H -0.74547 -1.17042 -1.47036
18 H -2.23485 -1.91318 -0.93641
19 H -2.35248 -0.75307 -2.24474
20 H 6.06996 -0.08970 -0.68309
21 H 4.51883 0.03029 -0.06492
22 H 5.70042 -0.55117 0.84772

Formula: CH3ClFOP
Source: the OMol25 dataset
Level of theory: ωB97M-V with the def2-TZVPD basis set

Summary:
SMILES   COP(F)Cl
Energy relative to the best compared isomer or geometry (same formula, charge and spin)   40.7 kcal/mol
Calculated total energy   -1016.59769 a.u.
Gap between HOMO and LUMO   11.37 eV
Max |F|   3.52 eV Å⁻¹

Geometry (Å):
1 C 1.20527 -0.21880 -0.02462
2 O -0.18318 -0.35434 0.32402
3 P -1.36558 0.27402 -0.60966
4 F -1.69223 1.65198 0.42449
5 Cl -2.82236 -0.82233 0.15775
6 H 1.48253 0.82657 -0.59227
7 H 1.57755 -1.09845 -0.64012
8 H 1.79800 -0.25865 0.96042

Formula: C2H5NO
Source: the OMol25 dataset
Level of theory: ωB97M-V with the def2-TZVPD basis set

Summary:
2S+1   3
Energy relative to the best compared isomer or geometry (same formula, charge and spin)   21.3 kcal/mol
Calculated total energy   -208.98456 a.u.
Gap between HOMO and LUMO (alpha / beta)   6.85 / 9.72 eV
Max |F|   4.85 eV Å⁻¹

Geometry (Å):
1 C 1.58240 -0.41934 0.22206
2 C -0.78471 -0.96617 0.20087
3 N 0.40972 -0.89892 0.27611
4 O -1.16496 1.75961 -0.59385
5 H 2.07436 -0.40097 1.16813
6 H 1.87839 0.25512 -0.66234
7 H -1.82151 1.15714 -0.67573
8 H -1.47279 -1.79545 -0.05037
9 H -0.70090 1.30900 0.11513

Formula: C8H10N3PdSbSe5
Source: the OMol25 dataset
Level of theory: ωB97M-V with the def2-TZVPD basis set

Summary:
Energy relative to the best compared isomer or geometry (same formula, charge and spin)   0.0 kcal/mol
Calculated total energy   -12850.57604 a.u.
Gap between HOMO and LUMO   6.15 eV
Max |F|   0.08 eV Å⁻¹
Charge   -2

Geometry (Å):
1 Pd -1.24868 0.25408 0.26503
2 Se 2.42126 -0.38283 4.17851
3 Sb 1.48194 0.94250 2.39110
4 Se 1.07110 -0.35984 0.25770
5 Se -1.03401 1.20065 2.49591
6 Se 2.54999 3.07458 1.93204
7 C -0.12394 3.32860 -1.15286
8 N -1.19180 4.05212 -0.45899
9 C -0.82187 4.70436 0.79691
10 C -2.11677 4.64316 -1.19937
11 N -2.95329 5.13532 -1.83392
12 H 0.60169 4.02041 -1.59527
13 H -0.55547 2.69302 -1.92460
14 H 0.39190 2.69982 -0.42969
15 H -0.15288 5.55449 0.62216
16 H -0.30854 3.97712 1.42282
17 H -1.72450 5.04345 1.30287
18 Se -1.95352 -0.61084 -1.98512
19 C -3.27041 -0.17447 -0.70098
20 C -3.38935 1.15043 -0.24206
21 C -4.25844 1.42594 0.83122
22 N -5.00092 0.52716 1.43860
23 C -4.88056 -0.74519 0.99551
24 C -4.05286 -1.13946 -0.01983
25 H -2.92986 1.97300 -0.77597
26 H -4.33614 2.44817 1.18877
27 H -5.48747 -1.47985 1.51527
28 H -3.97920 -2.18050 -0.30361

Formula: CH6S3
Source: the OMol25 dataset
Level of theory: ωB97M-V with the def2-TZVPD basis set

Summary:
SMILES   CS.SS
Energy relative to the best compared isomer or geometry (same formula, charge and spin)   4.2 kcal/mol
Calculated total energy   -1236.23662 a.u.
Gap between HOMO and LUMO   9.08 eV
Max |F|   0.62 eV Å⁻¹

Geometry (Å):
1 C -1.63122 -0.00985 0.96189
2 S -2.20038 0.04723 -0.76131
3 H -1.15626 -0.96925 1.17399
4 H -2.49201 0.02570 1.62726
5 H -0.91755 0.77906 1.15394
6 H -1.08881 -0.49907 -1.26146
7 S 1.67423 0.19874 -1.61773
8 S 2.22898 0.55563 0.33516
9 H 2.09932 -1.07224 -1.69508
10 H 3.48371 0.94404 0.08334